A cluster of 2 separate species, HN2O2S in total, computed with ωB97M-V with the def2-TZVPD basis set.

Orbital gap in eV: 10.94
Energy above the lowest of the compared OMol25 structures with the same formula, charge and spin in eV: 0.6014
HOMO in eV: -19.2

```
! wB97M-V def2-TZVPD RIJCOSX def2/J DEFGRID3
* xyz 1 1
S -2.048 0.204 0.016
O -1.582 -1.080 0.144
O -0.875 1.100 -0.129
N 2.700 -0.856 -0.054
N 1.703 -0.259 0.159
H 0.102 0.892 -0.136
*
```

Results of the Mulliken charge analysis, in e, for atoms 1 through 4: number 1, S, carries 0.965; number 2, O, carries -0.162; number 3, O, carries -0.283; number 4, N, carries -0.124